ORCA calculation (ωB97M-V/def2-TZVPD) on 5 unconnected molecules or ions with the total composition C36H70F17N9O10P in a non-equilibrium geometry.

Geometry (Å):
N1 3.68755 -1.37648 1.11427
P1 4.85045 -0.35180 0.94623
O1 5.49317 -0.01306 2.33332
O2 5.99302 -0.97152 0.03356
C1 4.31325 1.24174 0.24191
N2 5.05822 2.26258 -0.19602
C2 4.20861 3.18998 -0.62598
N3 4.55318 4.38101 -1.17942
N4 2.92632 2.75960 -0.45323
C3 1.67946 3.41828 -0.80817
C4 0.80068 3.72256 0.41125
C5 -0.31723 2.71500 0.58290
F1 -0.69560 2.60633 1.85468
F2 0.22298 1.48846 0.24441
C6 -1.51230 2.95337 -0.39306
F3 -1.17712 2.31264 -1.54325
F4 -1.62044 4.24699 -0.73088
C7 -2.87186 2.33908 0.04959
F5 -2.59040 1.13634 0.58281
F6 -3.59451 2.10958 -1.05726
C8 -3.67373 3.18957 1.08513
F7 -2.84838 4.16480 1.54590
F8 -3.95882 2.43005 2.14805
C9 -4.92825 3.91427 0.54439
F9 -4.51283 4.68814 -0.47777
F10 -5.34162 4.73310 1.51928
C10 -6.16925 3.08126 0.04469
F11 -6.12150 2.96294 -1.28999
F12 -7.25597 3.83920 0.30670
C11 -6.42821 1.72453 0.72869
F13 -6.60811 1.98775 2.03489
F14 -5.41025 0.87981 0.54250
C12 -7.73383 0.99041 0.26372
F15 -8.82990 1.55380 0.75084
F16 -7.64972 -0.24200 0.80554
F17 -7.79217 0.84769 -1.05505
N5 3.02699 1.55172 0.08176
H1 2.78675 -1.04626 0.78883
H2 5.68198 -0.85012 2.78675
H3 5.69745 -0.90908 -0.88427
H4 4.81608 4.41541 -2.14552
H5 4.66452 5.22527 -0.65144
H6 1.97510 4.35237 -1.26386
H7 1.18761 2.83221 -1.57463
H8 0.43385 4.73659 0.33049
H9 1.42581 3.67911 1.29700
H10 2.26960 0.92811 0.34481
C13 -12.15309 7.87906 -2.31323
O3 -12.12693 6.53440 -2.75099
C14 -10.83261 5.95414 -2.81744
C15 -10.61257 4.93917 -1.71318
N6 -10.50652 5.57563 -0.40691
C16 -10.57170 4.65978 0.73172
C17 -11.81579 3.79112 0.90415
O4 -12.98855 4.49478 1.25827
C18 -13.68233 5.11085 0.18908
H11 -13.14238 8.27552 -2.53472
H12 -11.98895 7.96279 -1.23342
H13 -11.40854 8.48405 -2.83782
H14 -10.05231 6.72110 -2.81196
H15 -10.77523 5.42923 -3.77508
H16 -9.68744 4.38995 -1.91813
H17 -11.44492 4.22573 -1.76142
H18 -11.24471 6.25838 -0.31094
H19 -10.47300 5.27126 1.63183
H20 -9.69486 4.00856 0.69616
H21 -11.61699 3.11799 1.74233
H22 -12.00156 3.14624 0.03628
H23 -13.61887 4.52641 -0.73184
H24 -13.31607 6.12553 0.01183
H25 -14.72981 5.19063 0.47843
C19 3.74507 11.66949 -4.27165
O5 2.95556 11.29754 -3.15563
C20 1.65200 10.83335 -3.47649
C21 1.52757 9.33814 -3.26328
N7 2.29278 8.58762 -4.25170
C22 2.45818 7.17094 -3.95668
C23 3.14867 6.76458 -2.65498
O6 4.53259 7.03722 -2.58189
C24 4.88380 8.37555 -2.24211
H26 4.60231 12.22408 -3.89483
H27 4.11958 10.79735 -4.81956
H28 3.18817 12.31161 -4.95781
H29 1.36622 11.11515 -4.49328
H30 0.96322 11.33056 -2.78894
H31 0.47333 9.05472 -3.33733
H32 1.86093 9.13340 -2.23666
H33 3.20796 9.00464 -4.34965
H34 3.03867 6.74456 -4.77883
H35 1.47088 6.69610 -3.98722
H36 3.06810 5.68254 -2.58910
H37 2.63144 7.16344 -1.77043
H38 4.17139 8.81829 -1.54352
H39 4.96466 8.99568 -3.13523
H40 5.86621 8.34966 -1.77283
C25 5.67576 -3.76916 2.69757
O7 4.95009 -4.12143 3.85597
C26 3.67450 -4.70182 3.59758
C27 3.65909 -6.18752 3.89395
N8 4.44654 -6.93971 2.92704
C28 4.70931 -8.33474 3.29352
C29 5.45210 -8.62733 4.59180
O8 6.81721 -8.24825 4.59381
C30 7.07419 -6.88570 4.86406
H41 6.50496 -3.12776 3.01280
H42 6.10772 -4.64317 2.19980
H43 5.04764 -3.22484 1.99182
H44 3.34774 -4.49728 2.57384
H45 2.96876 -4.21345 4.27493
H46 2.62395 -6.54072 3.86226
H47 4.02686 -6.31643 4.92011
H48 5.33254 -6.47477 2.78875
H49 5.29604 -8.76485 2.48185
H50 3.75749 -8.87176 3.31044
H51 5.44997 -9.71260 4.71389
H52 4.94016 -8.22109 5.47302
H53 6.35985 -6.46729 5.57761
H54 7.07288 -6.29185 3.94485
H55 8.07413 -6.81638 5.29270
C31 7.03734 -14.17936 -1.04346
O9 6.36295 -13.06479 -1.59532
C32 5.06248 -13.34470 -2.09643
C33 3.98008 -12.76459 -1.20827
N9 3.88934 -13.47070 0.06269
C34 3.07211 -12.81149 1.07890
C35 3.45326 -11.40470 1.53375
O10 4.64993 -11.32535 2.28450
C36 5.84489 -11.31139 1.52403
H56 8.08332 -13.90208 -0.92365
H57 6.64404 -14.45069 -0.05778
H58 6.97954 -15.04817 -1.70435
H59 4.91738 -14.41800 -2.24818
H60 4.99392 -12.85934 -3.07382
H61 3.01955 -12.83986 -1.72704
H62 4.20895 -11.69885 -1.07646
H63 4.81865 -13.60296 0.43585
H64 3.09057 -13.45429 1.96202
H65 2.03637 -12.79210 0.72460
H66 2.66300 -11.06619 2.20966
H67 3.47279 -10.68473 0.70608
H68 5.72017 -10.78656 0.57358
H69 6.21108 -12.32493 1.34466
H70 6.60467 -10.79418 2.11210

Results
HOMO = -9.62 eV
ΔE to the lowest compared entry with this formula, charge and spin = 0.0000 eV
Net charge = +1
LUMO = -3.979 eV
Gap between HOMO and LUMO = 5.6 eV
Max |F| = 3.1 eV/A

These are the Löwdin partial charges, in e, on atoms 1 to 6: number 1, N, carries -0.120; number 2, P, carries 0.484; number 3, O, carries -0.091; number 4, O, carries -0.101; number 5, C, carries -0.247; number 6, N, carries 0.212

***

ORCA calculation (ωB97M-V/def2-TZVPD) on a molecular structure, C36H70GeN5O3S4SbSi4Te2Y in a non-equilibrium geometry.

Geometry (Å):
Y1 -0.36689 -0.39348 -1.12958
C1 4.13744 1.27858 -0.54355
C2 3.80111 0.49961 -1.81297
C3 4.50902 1.15250 -3.00343
C4 4.30158 -0.93772 -1.68375
O1 2.39052 0.46723 -1.98410
Ge1 1.42400 1.14393 -3.43046
O2 0.07169 1.84733 -2.18523
C5 0.20090 3.29255 -2.06506
C6 1.47981 3.62749 -1.30798
C7 0.21367 3.96277 -3.44756
C8 -1.00783 3.90083 -1.34788
O3 0.41094 -0.44613 -3.38927
C9 0.21845 -1.03349 -4.71909
C10 1.59422 -1.21543 -5.36755
C11 -0.41678 -2.41620 -4.60721
C12 -0.67337 -0.13058 -5.56447
H1 5.20698 1.20187 -0.32790
H2 3.58447 0.86610 0.29671
H3 3.88926 2.33640 -0.63916
H4 5.58927 1.11003 -2.83906
H5 4.22635 2.20057 -3.13281
H6 4.28764 0.62509 -3.93323
H7 5.38243 -0.95246 -1.51521
H8 4.06711 -1.50758 -2.58349
H9 3.81083 -1.44863 -0.85413
H10 2.36216 3.32916 -1.87423
H11 1.51645 3.09950 -0.35620
H12 1.54116 4.70435 -1.12825
H13 1.12103 3.77097 -4.01771
H14 0.11596 5.04209 -3.30584
H15 -0.63974 3.60866 -4.02865
H16 -1.22274 3.43007 -0.40143
H17 -1.90581 3.81608 -1.95181
H18 -0.81657 4.96308 -1.17002
H19 2.23347 -1.78164 -4.68750
H20 2.06557 -0.26293 -5.62125
H21 1.48209 -1.78611 -6.29286
H22 0.26545 -3.11026 -4.12141
H23 -0.60654 -2.78322 -5.61971
H24 -1.36556 -2.36757 -4.07962
H25 -0.27155 0.88331 -5.63994
H26 -1.67109 -0.08378 -5.13403
H27 -0.73992 -0.54189 -6.57544
N1 -1.58548 2.60759 2.12411
C13 -0.60622 2.13169 1.35936
N2 -1.00580 1.02730 0.77156
C14 -2.27529 0.82464 1.27380
N3 -2.68180 1.80172 2.08043
C15 -2.91090 -0.42026 0.97621
C16 -4.21740 -0.67854 1.36284
N4 -4.82073 -1.84571 1.20336
C17 -3.99996 -2.79213 0.63103
C18 -2.71979 -2.56193 0.22284
N5 -2.09115 -1.35423 0.34529
H28 -1.57940 3.42391 2.70764
H29 0.36091 2.59214 1.26160
H30 -4.78221 0.12449 1.82781
H31 -4.41829 -3.78333 0.50331
H32 -2.14214 -3.37140 -0.20656
S1 2.34293 -3.88253 -2.62374
Sb1 0.65087 -3.31633 -1.22113
S2 1.57807 -1.03780 0.59896
S3 -2.71664 -0.70171 -2.63605
S4 0.34508 -4.91785 0.34081
C19 -9.32377 1.46376 -4.72344
C20 -7.87694 1.52219 -4.31658
C21 -7.46414 1.07569 -3.07272
C22 -6.12581 1.09888 -2.68184
C23 -5.77146 0.67201 -1.29210
C24 -5.16433 1.56500 -3.59161
Te1 -3.10039 1.59932 -3.07727
C25 -5.56791 2.04757 -4.84331
C26 -4.58423 2.58886 -5.84418
C27 -6.91442 2.01967 -5.18488
H33 -9.96557 1.27999 -3.86142
H34 -9.50129 0.66120 -5.44394
H35 -9.64596 2.39628 -5.19184
H36 -8.20037 0.70601 -2.36540
H37 -6.66548 0.50928 -0.69021
H38 -5.14619 1.42884 -0.80886
H39 -5.17192 -0.23957 -1.28800
H40 -3.84452 1.83178 -6.11233
H41 -4.02198 3.43580 -5.44675
H42 -5.10470 2.91784 -6.74540
H43 -7.21586 2.39234 -6.16021
C28 1.94278 -4.82359 5.34146
Si1 3.14357 -3.64131 4.47997
C29 3.59732 -4.32867 2.78626
C30 4.70659 -3.51365 5.55937
Si2 2.15490 -1.53425 4.20415
Te2 0.29580 -1.69943 2.55005
Si3 0.93997 -0.83973 6.09701
C31 1.94750 -0.96389 7.70418
C32 0.38233 0.95716 5.89118
C33 -0.59423 -1.92837 6.28533
Si4 3.77286 0.06912 3.67038
C34 2.97504 1.64137 2.99161
C35 5.01791 -0.63707 2.44421
C36 4.73063 0.53782 5.24769
H44 2.34445 -5.84014 5.33278
H45 0.97839 -4.84270 4.83248
H46 1.77494 -4.53603 6.38220
H47 4.00953 -5.33641 2.89139
H48 4.34451 -3.70659 2.29006
H49 2.72841 -4.38329 2.12465
H50 5.10554 -4.51522 5.74524
H51 4.50908 -3.04737 6.52621
H52 5.48566 -2.93547 5.05895
H53 2.87995 -0.40078 7.65226
H54 2.19554 -2.00020 7.93905
H55 1.35725 -0.56543 8.53560
H56 1.22558 1.65014 5.92393
H57 -0.30277 1.22064 6.70301
H58 -0.13910 1.09499 4.94368
H59 -0.33401 -2.95802 6.53258
H60 -1.19538 -1.94502 5.37512
H61 -1.22695 -1.53300 7.08670
H62 2.27675 1.38471 2.19421
H63 3.73955 2.30657 2.58015
H64 2.43297 2.17540 3.77527
H65 4.53128 -1.07095 1.57132
H66 5.61907 -1.41466 2.92085
H67 5.69593 0.14974 2.10229
H68 4.11261 1.12957 5.92589
H69 5.59424 1.14836 4.96458
H70 5.09997 -0.32784 5.79881

Results
HOMO (spin up / spin down) = -0.63 / -2.12 eV
ΔE to the lowest compared entry with this formula, charge and spin = 2.3792 eV
Net charge = -2
LUMO (spin up / spin down) = 3.618 / 3.604 eV
Multiplicity = 2
Gap between HOMO and LUMO (spin up / spin down) = 4.3 / 5.7 eV
Max |F| = 1.2 eV/A

These are the Löwdin partial charges, in e, on atoms 1 to 6: number 1, Y, carries 0.901; number 2, C, carries -0.052; number 3, C, carries -0.700; number 4, C, carries -0.084; number 5, C, carries -0.066; number 6, O, carries -0.373

***

ORCA calculation (ωB97M-V/def2-TZVPD) on 3 unconnected molecules or ions with the total composition C36H70N2O3 in a non-equilibrium geometry.

Geometry (Å):
C1 8.52017 1.13701 0.01423
C2 7.03847 1.07191 0.71550
C3 6.61520 -0.49262 0.78835
C4 5.98583 -0.88509 -0.66506
C5 4.47777 -1.42013 -0.43068
C6 3.85184 -2.14368 -1.74836
C7 2.34812 -1.54384 -1.95215
C8 1.23211 -2.35804 -1.14392
C9 -0.27829 -1.85373 -1.46203
C10 -1.25481 -1.87872 -0.18798
C11 -1.32783 -0.49805 0.62837
C12 -1.74882 0.78374 -0.24020
C13 -0.54383 1.77468 -0.61262
O1 0.76379 1.13762 -0.69716
C14 1.65661 1.87094 0.18001
C15 2.04257 1.11825 1.50262
C16 2.95614 1.74798 2.60527
C17 3.23157 0.88398 3.91518
C18 3.47827 3.18440 2.32777
C19 3.13291 3.92671 0.98524
C20 2.21242 3.28432 -0.12108
C21 1.85043 4.03904 -1.48809
C22 0.82566 5.26490 -1.31482
C23 3.20388 4.57327 -2.20158
O2 -2.66873 1.57458 0.60968
C24 -4.01239 1.13406 0.44178
O3 -4.81629 1.82779 -0.21527
H1 8.46672 1.83265 -0.90676
H2 8.76264 0.06565 -0.32855
H3 9.22823 1.52112 0.82308
H4 6.28712 1.65716 0.07491
H5 7.06369 1.57103 1.74980
H6 5.87581 -0.64371 1.64648
H7 7.53191 -1.17147 0.97388
H8 6.65037 -1.63404 -1.21733
H9 5.90823 0.04590 -1.34132
H10 3.86327 -0.50483 -0.10279
H11 4.52572 -2.13674 0.46042
H12 4.49284 -1.78854 -2.62856
H13 3.84606 -3.28192 -1.67747
H14 2.04954 -1.57818 -3.07253
H15 2.42310 -0.43732 -1.68482
H16 1.31161 -3.47988 -1.41501
H17 1.41275 -2.32309 0.00108
H18 -0.70992 -2.62560 -2.21212
H19 -0.33054 -0.83498 -1.97412
H20 -2.32220 -2.21613 -0.41506
H21 -0.81530 -2.66436 0.54282
H22 -0.35062 -0.39030 1.20562
H23 -2.15776 -0.63496 1.42488
H24 -2.30730 0.44233 -1.17936
H25 -0.51478 2.65486 0.11904
H26 -0.75363 2.22846 -1.65806
H27 1.65387 0.06640 1.69092
H28 2.70801 -0.13731 3.75632
H29 2.74033 1.31497 4.86934
H30 4.33983 0.62754 4.08734
H31 4.12564 3.69600 3.12944
H32 3.57285 4.98074 0.84464
H33 1.37963 3.28507 -2.20497
H34 0.90529 5.89977 -2.27802
H35 -0.26984 4.91272 -1.26785
H36 1.08516 5.97116 -0.45404
H37 3.08987 5.62379 -2.65248
H38 3.49703 3.87642 -3.07241
H39 4.08452 4.60020 -1.46868
H40 -4.29090 0.13845 0.96052
C25 0.68762 -9.02027 -0.65351
C26 -0.16650 -7.88824 -1.21265
N1 0.53349 -7.04783 -2.17974
C27 -0.18292 -5.81427 -2.49543
C28 -1.53350 -5.94014 -3.19870
C29 1.12525 -7.73545 -3.32194
C30 0.19755 -8.55929 -4.21454
H41 1.61368 -8.63964 -0.21584
H42 0.13582 -9.54320 0.13267
H43 0.93832 -9.75879 -1.41848
H44 -0.46825 -7.26685 -0.36246
H45 -1.08631 -8.31260 -1.63357
H46 0.46410 -5.16021 -3.09220
H47 -0.34082 -5.26559 -1.55884
H48 -1.41711 -6.19561 -4.25270
H49 -2.05701 -4.97870 -3.16258
H50 -2.18235 -6.68063 -2.72745
H51 1.91415 -8.39864 -2.95037
H52 1.65983 -7.01014 -3.94584
H53 -0.50381 -9.17083 -3.64252
H54 0.79122 -9.24008 -4.83207
H55 -0.37058 -7.92733 -4.89858
C31 -6.42820 3.49660 4.72848
C32 -7.27121 4.63571 4.16686
N2 -6.56563 5.46199 3.19227
C33 -7.26853 6.70230 2.87273
C34 -8.62403 6.59064 2.17639
C35 -5.98716 4.76015 2.05098
C36 -6.92799 3.94238 1.16728
H56 -5.49564 3.86849 5.15990
H57 -6.98272 2.98459 5.52007
H58 -6.18986 2.75098 3.96633
H59 -7.56170 5.26535 5.01494
H60 -8.19794 4.22004 3.75237
H61 -6.61492 7.34342 2.26971
H62 -7.41524 7.25715 3.80724
H63 -8.51600 6.32762 1.12344
H64 -9.13444 7.55909 2.20955
H65 -9.28047 5.86153 2.65483
H66 -5.20454 4.08956 2.42310
H67 -5.44652 5.47510 1.42048
H68 -7.63461 3.34234 1.74561
H69 -6.34498 3.25144 0.55170
H70 -7.49120 4.57755 0.48179

Results
HOMO = -7.88 eV
ΔE to the lowest compared entry with this formula, charge and spin = 0.0000 eV
LUMO = 0.504 eV
Gap between HOMO and LUMO = 8.4 eV
Max |F| = 4.8 eV/A

These are the Löwdin partial charges, in e, on atoms 1 to 6: number 1, C, carries -0.124; number 2, C, carries -0.257; number 3, C, carries -0.218; number 4, C, carries -0.213; number 5, C, carries -0.214; number 6, C, carries -0.182